Entry 1:
33
Properties=species:S:1:pos:R:3:forces:R:3:lowdin_charge:R:1 method="wB97M-V/def2-TZVPD" charge=+1
C 2.166783 1.717695 0.868335 -1.3 -0.3 -0.5 -0.084
C 2.275055 0.551600 -0.171458 0.6 0.3 0.4 -0.185
C 2.660634 -0.830084 0.420884 1.5 0.6 -0.4 -0.331
C 3.659212 -0.725996 1.612315 -0.1 -0.3 -1.0 -0.016
O 1.540637 -1.710162 0.722977 -1.1 0.5 -0.6 -0.034
C 0.445373 -1.067679 1.175598 0.6 0.5 2.0 -0.421
O 0.361513 -0.744927 2.338791 -0.3 -0.2 -0.8 0.171
C -0.730981 -0.663327 0.280906 -0.1 -0.5 -1.1 -0.055
C -1.708207 0.204766 0.818859 0.3 -0.2 0.1 0.036
C -2.747862 0.614075 0.028545 0.2 1.3 0.0 -0.264
P -4.069961 1.788594 0.619862 -1.4 -1.2 0.9 0.751
O -5.099176 0.980224 1.300325 0.1 0.0 0.0 -0.402
N -2.838579 0.179557 -1.246588 -0.3 0.4 -0.4 0.151
C -1.961599 -0.636526 -1.834576 0.8 -0.7 0.3 -0.308
N -2.179960 -0.960355 -3.173371 -0.1 0.7 0.6 0.123
C -0.865180 -1.087797 -1.057911 -0.2 -0.7 0.5 -0.401
S 0.289601 -2.181692 -1.891415 0.1 0.0 -0.3 0.895
H 1.224782 2.256695 0.653528 0.5 0.1 0.1 0.069
H 2.048386 1.360708 1.901321 0.4 0.1 -0.3 0.073
H 2.997653 2.420956 0.758597 -0.2 -0.2 0.3 0.080
H 1.399123 0.501154 -0.840086 0.2 -0.1 0.3 0.089
H 3.109085 0.822424 -0.841087 -0.3 -0.3 0.2 0.121
H 3.230924 -1.343155 -0.369304 -0.7 -0.1 0.2 0.138
H 4.265290 0.182830 1.469636 -0.4 -0.2 0.3 0.091
H 3.156464 -0.757271 2.583820 0.2 0.1 -0.2 0.089
H 4.371865 -1.556448 1.495196 -0.4 0.1 0.5 0.088
H -1.644687 0.559650 1.849470 0.2 -0.2 -0.3 0.145
H -4.631152 2.389925 -0.535400 0.8 0.2 -0.1 0.031
H -3.497077 2.757273 1.477718 0.4 0.0 -0.7 0.041
H -3.607685 0.509875 -1.830721 0.1 -0.2 0.0 0.179
H -1.709447 -0.246688 -3.729591 -0.3 -0.3 -0.4 0.127
H -1.814092 -1.878891 -3.402950 0.2 0.2 0.0 0.076
H -0.096732 -3.407005 -1.452224 -0.1 0.6 0.3 -0.065

***

Entry 2:
ORCA calculation (ωB97M-V/def2-TZVPD) on a molecular structure, C44H45N7O6PbS.

```
104
Properties=species:S:1:pos:R:3:forces:R:3:lowdin_charge:R:1
Pb -0.609696 -0.449212 0.865489 -0.1 0.0 0.1 1.419
O -2.223216 -4.560374 1.764202 0.0 0.0 0.0 0.075
C -1.699004 -3.462827 1.707911 0.0 0.0 -0.1 -0.475
N -1.664637 -2.601395 0.659440 0.0 0.0 0.0 -0.009
C -2.498291 -2.819763 -0.413920 0.0 -0.1 0.0 -0.453
O -3.595906 -3.336634 -0.390812 0.0 0.0 0.0 0.090
C -1.961379 -2.319618 -1.743562 0.0 0.0 0.0 -0.212
C -2.819301 -2.266776 -2.835014 0.0 0.0 0.0 -0.004
C -2.320176 -1.825629 -4.047408 0.0 0.0 0.0 -0.056
C -0.980148 -1.474377 -4.133400 0.0 0.0 0.0 -0.046
C -0.199497 -1.580877 -2.994215 0.0 0.0 0.0 -0.126
N -0.676568 -1.983218 -1.818792 0.0 0.1 0.0 0.084
C -0.873072 -3.020930 2.909487 0.0 0.0 0.0 -0.193
C -0.854491 -3.837349 4.030237 0.0 0.0 0.0 0.013
C -0.084104 -3.463925 5.117297 0.0 0.0 0.0 -0.043
C 0.649105 -2.289033 5.051194 0.0 0.0 0.0 -0.044
C 0.573731 -1.527611 3.898746 0.0 0.0 0.0 -0.103
N -0.170658 -1.887721 2.853366 0.0 0.0 0.0 0.009
H -3.847159 -2.573111 -2.700799 0.0 0.0 0.0 0.120
H -2.961977 -1.763095 -4.917612 0.0 0.0 0.0 0.108
H -0.541572 -1.125917 -5.058959 0.0 0.0 0.0 0.106
H 0.855808 -1.332346 -3.020937 0.0 0.0 0.0 0.106
H -1.446260 -4.740706 4.010982 0.0 0.0 0.0 0.121
H -0.056925 -4.080407 6.006709 0.0 0.0 0.0 0.110
H 1.266035 -1.952258 5.872658 0.0 0.0 0.0 0.106
H 1.114643 -0.595562 3.807365 0.1 0.1 0.0 0.095
C 0.661517 2.750250 2.660548 0.0 0.0 0.0 -0.192
N -0.386971 1.756745 2.513848 0.0 0.0 -0.1 -0.049
C -1.565913 2.048342 2.923104 0.0 0.0 0.0 -0.123
C -2.676600 1.169152 2.755231 0.0 0.0 0.0 -0.354
C -3.985243 1.316365 3.209964 0.0 0.0 0.0 -0.062
C -4.681917 0.183824 2.771347 0.0 0.0 0.0 -0.097
C -3.766171 -0.591484 2.063040 0.0 -0.1 0.0 -0.161
N -2.551574 -0.005805 2.057040 0.1 0.0 0.0 -0.102
C 1.788889 2.185705 3.489588 0.0 0.0 0.1 -0.225
C 2.818332 1.462335 2.898789 0.0 -0.1 0.0 -0.045
C 3.798060 0.865038 3.681708 0.0 0.0 0.0 -0.087
C 3.757576 0.983124 5.063588 0.0 0.0 0.0 -0.097
C 2.732449 1.705178 5.661535 0.0 0.0 0.0 -0.086
C 1.756872 2.301175 4.876252 0.0 0.0 0.0 -0.042
H 0.280156 3.668376 3.126198 0.0 0.0 0.0 0.114
H 1.035636 3.016055 1.667166 0.0 0.0 0.0 0.116
H -1.767414 3.008037 3.413670 0.0 0.0 0.0 0.130
H -4.367034 2.144833 3.787441 0.0 0.0 0.0 0.095
H -5.720341 -0.053631 2.937801 0.0 0.0 0.0 0.085
H -3.935591 -1.535623 1.565423 0.0 0.0 0.0 0.096
H 2.836992 1.338285 1.821541 0.0 0.0 0.0 0.100
H 4.590200 0.300398 3.207421 0.0 0.0 0.0 0.087
H 4.522629 0.518034 5.672600 0.0 0.0 0.0 0.099
H 2.694786 1.805272 6.739015 0.0 0.0 0.0 0.101
H 0.950010 2.855005 5.342934 0.0 0.0 0.0 0.114
C 4.941385 0.213370 0.077002 0.0 0.0 0.0 -0.047
N 4.521292 -1.082143 0.566175 0.0 0.0 0.0 -0.089
C 5.582432 -1.964765 1.010500 0.0 0.0 0.0 -0.172
C 5.007983 -3.077498 1.860335 0.0 0.0 0.0 -0.154
C 3.929512 -3.782319 1.067960 0.0 0.0 0.0 -0.164
N 2.960509 -2.828428 0.561193 0.0 0.0 0.0 -0.074
C 1.685556 -3.391610 0.152485 0.0 0.0 0.0 -0.031
C 3.243514 -1.520113 0.296793 0.0 -0.1 0.1 -0.475
O 2.387310 -0.750375 -0.145400 0.0 0.1 -0.1 -0.070
H 5.448143 0.771501 0.868344 0.0 0.0 0.0 0.085
H 4.071183 0.772219 -0.249551 0.0 0.0 0.0 0.069
H 5.634216 0.108851 -0.765185 0.0 0.0 0.0 0.093
H 6.295888 -1.367718 1.585027 0.0 0.0 0.0 0.121
H 6.131229 -2.379828 0.153716 0.0 0.0 0.0 0.129
H 4.575212 -2.655582 2.770787 0.0 0.0 0.0 0.118
H 5.789501 -3.781124 2.146939 0.0 0.0 0.0 0.118
H 3.394326 -4.496620 1.697431 0.0 0.0 0.0 0.125
H 4.372883 -4.352004 0.240419 0.0 0.0 0.0 0.129
H 1.151678 -3.792473 1.017116 0.0 0.0 0.0 0.085
H 1.851784 -4.209623 -0.554860 0.0 0.0 0.0 0.101
H 1.072094 -2.637567 -0.330336 0.0 -0.1 0.0 0.030
C 0.316414 1.767367 -2.207459 0.0 0.0 0.0 -0.153
C 1.223418 1.574847 -3.387141 0.0 -0.1 0.0 -0.203
C 2.443864 0.941441 -3.162066 0.0 0.0 0.0 -0.046
C 3.328054 0.742211 -4.208998 0.0 0.0 0.0 -0.077
C 2.998252 1.166411 -5.491099 0.0 0.0 0.0 -0.092
C 1.779680 1.786211 -5.715916 0.0 0.0 0.0 -0.080
C 0.890646 1.991729 -4.666680 0.0 0.0 0.0 -0.029
H 0.262348 0.841415 -1.629856 0.0 0.0 0.0 0.063
H 0.681485 2.564465 -1.555847 0.0 0.0 0.0 0.140
H 2.676527 0.571425 -2.168678 0.0 0.0 0.0 0.090
H 4.272171 0.243884 -4.028199 0.0 0.0 0.0 0.102
H 3.686492 1.006586 -6.310831 0.0 0.0 0.0 0.100
H 1.513981 2.113068 -6.713147 0.0 0.0 0.0 0.102
H -0.062829 2.470813 -4.844432 0.0 0.0 0.0 0.114
C -6.840949 3.850760 -4.851368 0.0 0.0 0.0 -0.046
C -5.671024 3.420084 -4.011827 0.0 0.0 0.0 -0.260
C -5.393335 2.068579 -3.822552 0.0 0.0 0.0 -0.023
C -4.305748 1.662373 -3.068109 0.0 0.0 0.0 -0.028
C -3.490467 2.628953 -2.499861 0.0 0.0 0.0 -0.270
C -3.747253 3.982694 -2.661145 0.0 0.0 0.0 -0.035
C -4.838269 4.368240 -3.419379 0.0 0.0 0.0 -0.028
S -2.123347 2.128032 -1.534438 0.0 0.0 -0.1 0.629
O -1.776693 3.127894 -0.572803 0.0 0.0 0.1 -0.247
O -1.006878 2.121923 -2.667286 -0.1 -0.1 0.0 -0.232
O -2.335282 0.775759 -1.096002 0.1 0.0 0.0 -0.342
H -7.629645 3.099660 -4.844133 0.0 0.0 0.0 0.079
H -6.532101 3.997831 -5.888503 0.0 0.0 0.0 0.088
H -7.257302 4.792024 -4.494473 0.0 0.0 0.0 0.079
H -6.045764 1.323591 -4.261274 0.0 0.0 0.0 0.118
H -4.093856 0.614479 -2.901407 0.0 0.0 0.0 0.110
H -3.108930 4.713118 -2.182750 0.0 0.0 0.0 0.120
H -5.055909 5.421668 -3.545675 0.0 0.0 0.0 0.117
```
Positions in Å, forces in eV/Å.

***

Number 1: HOMO -13.188 eV, electronic energy -39868.667 eV. Number 2: HOMO -7.004 eV, electronic energy -85159.716 eV.